{"formula": "C54H64AsBF2NO2PZn", "method": "wB97M-V/def2-TZVPD", "symbols": ["Zn", "C", "C", "C", "C", "C", "C", "C", "N", "C", "C", "C", "C", "C", "C", "O", "C", "C", "C", "C", "C", "C", "C", "C", "C", "O", "C", "C", "C", "C", "C", "C", "H", "H", "H", "H", "H", "H", "H", "H", "H", "H", "H", "H", "H", "H", "H", "H", "H", "H", "H", "H", "H", "H", "H", "H", "H", "H", "H", "H", "H", "H", "H", "H", "H", "H", "H", "H", "H", "H", "H", "H", "C", "C", "As", "C", "C", "C", "C", "C", "C", "C", "C", "C", "C", "C", "C", "P", "C", "C", "C", "C", "C", "C", "C", "C", "C", "C", "C", "C", "H", "H", "H", "H", "H", "H", "H", "H", "H", "H", "H", "H", "H", "H", "H", "H", "H", "H", "H", "H", "H", "H", "H", "H", "F", "B", "F"], "positions_angstrom": [[1.59647, 0.68694, 2.10148], [-4.99892, 2.01541, -0.46357], [-4.55194, 3.08493, 0.54492], [-5.32568, 2.89321, 1.85866], [-4.91283, 4.45754, -0.02804], [-3.05049, 2.94592, 0.81899], [-2.55399, 1.76823, 1.26599], [-1.15989, 1.59320, 1.51957], [-0.54666, 0.48518, 1.93017], [-0.99046, -0.71994, 2.29661], [-2.32678, -1.10708, 2.60426], [-2.62700, -2.37873, 2.96273], [-1.55751, -3.32767, 3.06931], [-0.24388, -3.04982, 2.82918], [0.08275, -1.71421, 2.38688], [1.25101, -1.40079, 2.03024], [0.86680, -4.08745, 3.01873], [1.88748, -3.56317, 4.04474], [0.31298, -5.41214, 3.54699], [1.57820, -4.37035, 1.68379], [-4.07655, -2.74854, 3.29096], [-4.51323, -2.00915, 4.56547], [-4.98689, -2.33261, 2.12513], [-4.25693, -4.25099, 3.51919], [-0.23089, 2.68675, 1.20629], [1.01064, 2.49108, 1.27365], [-0.78879, 3.96145, 0.78792], [-2.13982, 4.03654, 0.62484], [0.12522, 5.16721, 0.54663], [0.86240, 5.52161, 1.85006], [-0.67113, 6.40134, 0.11213], [1.14272, 4.86674, -0.56814], [-6.06754, 2.11807, -0.67041], [-4.82783, 1.00536, -0.08329], [-4.45477, 2.12069, -1.40626], [-6.39791, 3.02349, 1.68795], [-5.00508, 3.62046, 2.60757], [-5.16668, 1.89376, 2.26918], [-5.97800, 4.48283, -0.26176], [-4.36378, 4.66870, -0.94928], [-4.70924, 5.25690, 0.68902], [-3.21761, 0.92928, 1.37556], [-3.10803, -0.36746, 2.61002], [-1.81363, -4.32950, 3.38130], [1.39829, -3.33740, 4.99548], [2.38129, -2.65963, 3.69223], [2.65020, -4.32639, 4.22515], [-0.17014, -5.28669, 4.52038], [1.13931, -6.11411, 3.67406], [-0.40187, -5.86405, 2.85334], [2.05824, -3.47226, 1.29472], [0.86889, -4.75109, 0.94097], [2.35069, -5.13133, 1.83178], [-4.44030, -0.92667, 4.44074], [-3.88095, -2.29438, 5.40941], [-5.54998, -2.25588, 4.81251], [-4.98575, -1.24944, 1.97870], [-6.01730, -2.64093, 2.32146], [-4.65601, -2.79949, 1.19408], [-3.70913, -4.59673, 4.39925], [-3.93041, -4.83271, 2.65285], [-5.31448, -4.46386, 3.68658], [-2.55233, 4.97955, 0.30171], [0.14599, 5.78072, 2.63387], [1.51127, 6.38616, 1.68179], [1.47665, 4.69421, 2.20069], [-1.36334, 6.73148, 0.89062], [-1.23242, 6.22413, -0.80889], [0.02571, 7.21900, -0.08160], [1.77521, 4.01965, -0.31032], [1.78125, 5.74140, -0.72208], [0.62318, 4.65722, -1.50786], [2.38246, 0.56111, -2.09250], [1.59465, 1.69721, -2.73518], [2.12720, 2.06813, -4.61227], [1.62512, 0.34063, -5.37273], [0.70569, -0.52641, -4.78705], [0.33733, -1.70455, -5.42691], [0.88239, -2.02957, -6.66055], [1.79156, -1.16553, -7.26007], [2.15178, 0.01303, -6.62321], [4.04771, 1.78465, -4.35869], [4.76119, 2.88577, -3.88445], [6.10826, 2.77585, -3.56807], [6.76153, 1.56144, -3.73743], [6.06299, 0.46579, -4.22484], [4.71161, 0.57516, -4.53202], [1.81166, -0.14192, -0.46368], [3.00023, -1.54053, -0.43504], [3.91748, -1.59222, 0.61337], [4.89528, -2.57728, 0.65768], [4.96137, -3.53131, -0.34692], [4.05609, -3.49002, -1.39905], [3.08773, -2.49742, -1.44676], [0.18588, -0.86749, -0.89480], [-0.08397, -2.23494, -0.82749], [-1.37018, -2.71714, -1.03729], [-2.41091, -1.83959, -1.30702], [-2.16261, -0.47429, -1.34927], [-0.87967, 0.00680, -1.13186], [3.40595, 0.88367, -1.89769], [2.44772, -0.28692, -2.77169], [1.69797, 2.62774, -2.17820], [0.53069, 1.47396, -2.79446], [0.26709, -0.29919, -3.82191], [-0.37676, -2.36909, -4.95402], [0.59546, -2.94829, -7.15734], [2.21664, -1.40975, -8.22618], [2.85815, 0.68496, -7.09906], [4.25456, 3.83765, -3.75882], [6.64854, 3.63680, -3.19370], [7.81222, 1.47107, -3.49110], [6.56910, -0.48320, -4.35569], [4.17497, -0.29459, -4.89094], [3.85431, -0.86390, 1.41442], [5.59698, -2.60456, 1.48310], [5.71694, -4.30768, -0.31128], [4.10457, -4.23049, -2.18859], [2.39386, -2.47330, -2.28027], [0.71158, -2.92562, -0.57737], [-1.55643, -3.78304, -0.97075], [-3.41530, -2.21376, -1.46701], [-2.97506, 0.22057, -1.52535], [-0.71836, 1.07794, -1.09783], [2.53923, 0.04773, 4.91213], [2.22765, 1.02815, 4.04119], [2.27983, 2.25410, 4.59552]], "forces_ev_per_a": [[-0.4, 0.0, -0.3], [0.0, 0.0, 0.0], [0.0, 0.0, 0.0], [0.0, 0.0, 0.0], [0.1, 0.0, 0.0], [-0.1, 0.1, 0.0], [0.2, -0.1, 0.1], [-0.1, 0.0, 0.1], [0.0, 0.0, 0.0], [0.0, 0.0, 0.0], [0.1, 0.2, -0.1], [0.0, -0.2, 0.1], [0.0, -0.1, 0.0], [-0.1, -0.2, 0.0], [0.0, 0.1, -0.2], [-0.1, -0.2, 0.3], [0.0, 0.1, 0.0], [0.0, 0.0, 0.0], [0.0, 0.0, 0.0], [0.0, 0.0, 0.0], [0.0, 0.0, 0.0], [0.0, 0.0, 0.0], [0.0, 0.0, 0.0], [0.0, 0.0, 0.0], [0.0, -0.1, 0.0], [-0.1, 0.3, -0.1], [-0.1, 0.1, 0.0], [0.1, 0.0, 0.0], [0.0, 0.0, 0.0], [0.0, 0.0, 0.0], [0.0, 0.0, 0.0], [0.0, 0.0, 0.1], [0.0, 0.0, 0.0], [0.0, 0.0, 0.0], [0.0, 0.0, 0.0], [0.0, 0.0, 0.0], [0.0, 0.0, 0.0], [0.0, 0.0, 0.0], [0.0, 0.0, 0.0], [0.0, 0.0, 0.0], [0.0, 0.0, -0.1], [0.0, -0.1, 0.0], [0.0, 0.1, 0.0], [0.0, 0.0, 0.0], [0.0, 0.0, 0.0], [0.0, 0.0, 0.0], [0.0, 0.0, 0.0], [0.0, 0.0, -0.1], [0.0, 0.0, 0.0], [0.0, 0.0, 0.0], [-0.1, -0.1, 0.0], [0.0, 0.0, 0.0], [0.0, 0.0, 0.0], [0.0, 0.0, 0.0], [0.0, 0.0, 0.0], [0.0, 0.0, 0.0], [0.0, -0.1, 0.0], [0.0, 0.0, 0.0], [0.0, 0.0, 0.0], [0.0, 0.0, 0.0], [0.0, 0.0, 0.0], [0.0, 0.0, 0.0], [0.0, 0.0, 0.0], [0.0, 0.0, 0.0], [0.0, 0.0, 0.0], [0.0, 0.0, 0.0], [0.0, 0.0, 0.0], [0.0, 0.0, 0.0], [0.0, 0.0, 0.0], [0.0, 0.0, 0.0], [0.0, 0.0, 0.0], [0.0, 0.0, 0.0], [-0.2, 0.2, 0.2], [0.1, -0.1, 0.1], [0.0, 0.0, 0.2], [0.0, 0.0, -0.1], [0.0, 0.0, 0.0], [0.0, 0.0, 0.0], [0.0, 0.0, 0.0], [0.0, 0.0, 0.0], [0.0, 0.0, 0.0], [0.0, 0.1, 0.0], [0.0, -0.1, 0.0], [0.0, 0.0, 0.0], [0.0, 0.0, 0.0], [0.0, 0.0, 0.0], [0.0, 0.0, 0.1], [0.4, -0.1, -0.2], [0.0, 0.0, 0.1], [0.0, 0.0, 0.0], [0.0, 0.0, 0.0], [0.0, 0.0, 0.0], [0.0, 0.0, 0.0], [0.0, 0.0, 0.0], [-0.1, -0.1, 0.2], [0.0, 0.0, 0.0], [0.0, 0.0, 0.0], [0.0, 0.0, 0.0], [0.0, 0.0, 0.0], [0.1, -0.1, -0.1], [0.1, 0.0, 0.0], [0.0, 0.0, -0.1], [0.0, 0.0, 0.0], [-0.1, 0.1, 0.0], [0.0, 0.0, 0.0], [0.0, 0.0, 0.0], [0.0, 0.0, 0.0], [0.0, 0.0, 0.0], [0.0, 0.0, 0.0], [0.0, 0.0, 0.0], [0.0, 0.0, 0.0], [0.0, 0.0, 0.0], [0.0, 0.0, 0.0], [0.0, 0.0, 0.0], [0.0, 0.0, 0.0], [0.0, 0.0, 0.0], [0.0, 0.0, 0.0], [0.0, 0.0, 0.0], [0.0, 0.0, 0.0], [-0.1, 0.0, 0.0], [0.0, 0.0, 0.0], [0.0, 0.0, 0.0], [0.1, 0.0, 0.0], [0.0, 0.0, -0.1], [-0.1, 0.2, -0.2], [0.5, 0.1, 0.3], [0.0, -0.3, -0.1]], "lowdin_charge": [0.630, -0.050, -0.549, -0.040, -0.065, -0.146, 0.022, -0.173, 0.111, -0.146, 0.035, -0.148, 0.055, -0.070, -0.265, -0.135, -0.523, -0.029, -0.069, -0.033, -0.552, -0.040, -0.044, -0.065, -0.268, -0.105, -0.071, 0.051, -0.532, -0.032, -0.070, -0.047, 0.087, 0.068, 0.087, 0.087, 0.093, 0.074, 0.086, 0.090, 0.089, 0.086, 0.091, 0.085, 0.095, 0.072, 0.087, 0.090, 0.086, 0.086, 0.055, 0.087, 0.091, 0.079, 0.092, 0.086, 0.068, 0.086, 0.085, 0.086, 0.091, 0.085, 0.083, 0.092, 0.087, 0.079, 0.089, 0.087, 0.087, 0.068, 0.087, 0.085, -0.380, -0.419, 1.296, -0.425, -0.109, -0.081, -0.092, -0.088, -0.142, -0.426, -0.137, -0.089, -0.091, -0.082, -0.113, 1.121, -0.371, -0.106, -0.073, -0.084, -0.075, -0.101, -0.336, -0.083, -0.067, -0.079, -0.069, -0.115, 0.082, 0.050, 0.036, 0.032, 0.079, 0.103, 0.100, 0.102, 0.101, 0.091, 0.102, 0.101, 0.103, 0.095, 0.083, 0.108, 0.103, 0.104, 0.106, 0.081, 0.106, 0.102, 0.089, 0.100, 0.108, -0.571, 0.110], "de_lowest_kcal_mol": 27.2, "total_charge": 0, "total_energy_ev": -187283.3867}